Computed, not measured: 8 unconnected molecules or ions with the total composition C32H64O8 at a distorted geometry, with wB97M-V/def2-TZVPD.

The geometry in XYZ format:
```
104
Properties=species:S:1:pos:R:3:lowdin_charge:R:1
O -10.53561 -25.90067 -13.36738 -0.167
O -13.86700 -21.12533 -9.00065 -0.134
O -10.20575 -17.55312 -17.71320 -0.135
O -12.83406 -26.48444 -16.12192 -0.163
O -8.46456 -24.35913 -9.18953 -0.152
O -7.36776 -18.55376 -14.84125 -0.177
O -10.54191 -23.41456 -18.49222 -0.153
O -11.29567 -22.06887 -12.79324 -0.164
C -13.21517 -27.82635 -15.79775 -0.205
C -9.67755 -23.09837 -7.57152 -0.162
C -9.74571 -25.20407 -19.83517 -0.161
C -10.10321 -21.26983 -12.77297 -0.197
C -9.17731 -24.50900 -7.97176 -0.194
C -9.56859 -25.39320 -12.45852 -0.191
C -8.01614 -17.35580 -14.39811 -0.194
C -13.88912 -20.70500 -11.32683 -0.166
C -13.47112 -25.58475 -15.23599 -0.197
C -8.27847 -22.97528 -9.45996 -0.201
C -11.00280 -24.44973 -19.36263 -0.186
C -6.99740 -16.59515 -13.53006 -0.145
C -8.32328 -26.24987 -12.68973 -0.140
C -9.01850 -17.31852 -18.46435 -0.195
C -14.71955 -19.62795 -10.63967 -0.166
C -14.70187 -26.35558 -14.70415 -0.158
C -11.46953 -22.55011 -14.12224 -0.184
C -10.08259 -20.60923 -14.14902 -0.173
C -9.49241 -22.28426 -8.85176 -0.160
C -10.37988 -18.94955 -17.52103 -0.208
C -13.06256 -21.26631 -10.16955 -0.216
C -5.65378 -17.26093 -13.87930 -0.156
C -5.97976 -18.25889 -14.98332 -0.201
C -8.60541 -24.23368 -19.54216 -0.159
C -10.41377 -21.82172 -15.00569 -0.145
C -14.68327 -27.68172 -15.45707 -0.168
C -9.70907 -19.57239 -18.73021 -0.163
C -9.89022 -26.31579 -14.56084 -0.198
C -9.12999 -23.50015 -18.31235 -0.215
C -8.48906 -18.68290 -18.92089 -0.157
C -8.48092 -26.75374 -14.15404 -0.140
C -14.93572 -20.22280 -9.25541 -0.217
H -7.71730 -24.82427 -19.30195 0.109
H -7.29161 -16.70927 -12.49046 0.104
H -11.56375 -23.99190 -20.17864 0.114
H -8.10259 -18.71900 -19.93739 0.108
H -15.88953 -20.77192 -9.22001 0.115
H -9.29875 -21.23565 -8.62550 0.114
H -12.86897 -22.32663 -10.34294 0.113
H -10.39791 -19.44113 -19.57740 0.121
H -5.26690 -17.76048 -12.99039 0.106
H -15.22089 -27.61796 -16.40607 0.113
H -7.32715 -22.68387 -9.00087 0.121
H -9.05508 -20.26441 -14.29148 0.098
H -10.71617 -23.15684 -7.23036 0.108
H -9.40943 -24.34133 -12.74643 0.105
H -8.33792 -23.54573 -20.34132 0.111
H -10.01897 -25.18716 -8.10684 0.114
H -12.50515 -22.28403 -14.35360 0.121
H -9.97952 -25.43179 -11.45452 0.119
H -5.43681 -19.19693 -14.87679 0.118
H -11.65648 -25.11937 -18.79890 0.109
H -8.76290 -22.47731 -18.22688 0.096
H -13.27877 -20.38660 -12.17019 0.100
H -9.92606 -19.26821 -16.56984 0.099
H -9.26188 -21.96808 -12.66682 0.104
H -8.87210 -24.01314 -17.37733 0.108
H -10.88633 -21.58951 -15.95842 0.105
H -9.57545 -20.65233 -18.72304 0.086
H -10.81168 -19.80203 -14.18898 0.120
H -7.71092 -19.08466 -18.26449 0.107
H -9.23925 -16.67618 -19.31807 0.116
H -15.67861 -19.43174 -11.11948 0.109
H -7.74267 -26.23475 -14.76558 0.100
H -7.40042 -25.68525 -12.58580 0.105
H -11.43064 -19.22120 -17.40383 0.123
H -14.49610 -21.52044 -11.72939 0.117
H -14.50989 -26.53934 -13.64089 0.109
H -10.14502 -20.59224 -11.92201 0.118
H -9.53015 -22.45019 -15.09958 0.109
H -9.82560 -25.43899 -15.22513 0.110
H -12.59704 -28.24974 -14.99427 0.117
H -12.97911 -28.37305 -16.71094 0.120
H -11.31610 -23.61598 -14.31467 0.087
H -8.29707 -27.82400 -14.20688 0.103
H -8.35101 -27.08170 -11.98824 0.108
H -15.03462 -19.51137 -8.43082 0.114
H -12.81264 -25.32327 -14.40639 0.093
H -12.09315 -20.77484 -10.03703 0.105
H -13.80462 -24.69366 -15.76968 0.119
H -7.04038 -15.54531 -13.81526 0.106
H -14.17724 -18.68098 -10.59623 0.111
H -8.91834 -17.67212 -13.87470 0.112
H -8.52667 -24.89086 -7.17925 0.112
H -4.89737 -16.52884 -14.16170 0.107
H -8.22448 -22.81520 -10.53709 0.103
H -8.34596 -16.79953 -15.28431 0.109
H -5.81781 -17.87286 -15.99724 0.116
H -8.29062 -16.82013 -17.81619 0.104
H -10.51988 -27.05239 -15.05000 0.103
H -9.81639 -25.52089 -20.87607 0.108
H -9.67371 -26.12063 -19.24839 0.108
H -9.17650 -22.67886 -6.69717 0.105
H -10.36349 -22.38406 -9.49739 0.095
H -15.16969 -28.44648 -14.85358 0.110
H -15.67258 -25.86227 -14.72554 0.106
```

Results
energy relative to the best compared isomer or geometry (same formula, charge and spin): 16.1 kJ/mol
SMILES string: C1CCOC1.C1CCOC1.C1CCOC1.C1CCOC1.C1CCOC1.C1CCOC1.C1CCOC1.C1CCOC1
F_max: 1.50 eV/A
HOMO level: -9.180 eV
E_tot: -1859.442118 hartree
spin multiplicity: 1

Computed, not measured: 5 unconnected molecules or ions with the total composition C32H66ClF13NO12PS, with wB97M-V/def2-TZVPD.

The geometry in XYZ format:
```
127
Properties=species:S:1:pos:R:3:lowdin_charge:R:1
Cl -4.21993 4.54820 -0.76514 0.240
S 0.09299 1.50563 -6.10544 0.773
P -2.58666 5.13539 0.36170 0.635
F -0.67144 2.26898 -4.93819 -0.128
F 0.86944 0.78424 -7.27327 -0.115
F 1.32811 2.44647 -5.88790 -0.101
F -0.95511 -1.47617 -4.03319 0.164
F -0.85182 -0.88204 -6.66920 0.140
F -0.49762 2.53592 -7.14163 -0.118
F -3.50568 -2.09032 -3.30562 0.119
F -2.14876 -1.49907 -1.73715 0.132
F -3.20265 -0.87037 -5.60316 0.143
F -1.15481 0.49720 -3.11725 0.136
F -3.04632 1.18815 -4.90849 0.153
F 0.70987 0.48925 -5.04871 -0.123
F -2.13264 0.74729 -7.31709 0.145
O -5.56375 -6.19265 4.88932 -0.189
O -3.37061 5.75438 1.65915 -0.339
O -1.13514 3.97479 2.04196 -0.183
O 10.86567 0.86711 4.76886 -0.187
O 11.35771 0.70854 1.88212 -0.188
O -2.97446 2.66635 1.76545 -0.075
O -4.40448 -5.16621 -7.08385 -0.186
O -5.20201 -3.27375 4.78279 -0.208
O -2.15305 -0.00226 0.62728 -0.138
O 8.07677 3.00452 0.00777 -0.210
O 5.79615 2.08235 1.59115 -0.193
O -6.41956 -3.13048 -7.76421 -0.187
N -4.27576 0.22989 4.50343 0.006
C -6.88038 -6.03651 4.39585 -0.111
C -4.13690 0.05830 -0.76483 -0.093
C -0.70687 3.07304 3.06983 -0.186
C -7.43848 -4.03853 -7.39481 -0.113
C -2.35211 0.05992 -5.11533 -0.351
C -5.82876 -3.16517 6.04887 -0.111
C -2.06004 3.47949 1.11211 -0.559
C -3.62303 0.24192 3.17356 -0.252
C 9.49882 0.60961 4.51546 -0.117
C -2.88742 -1.01713 -2.75822 -0.433
C -4.58101 -5.52714 4.11601 -0.207
C 10.95636 2.06077 1.75064 -0.102
C 1.83555 2.88660 3.07815 -0.248
C 7.40913 2.65916 -1.19129 -0.102
C 7.31968 3.83198 0.87339 -0.200
C -4.16528 -3.76917 -7.10977 -0.204
C 1.96683 3.00348 1.54622 -0.088
C -1.81390 -0.48593 -3.75783 -0.367
C 6.73845 3.04531 2.02758 -0.201
C -3.90091 0.01114 -2.28074 -0.050
C -1.36580 0.29669 -6.32101 -0.424
C -3.09011 0.86909 0.02325 -0.297
C -3.80848 1.74138 1.06387 -0.294
C -5.40979 -2.97439 -6.78039 -0.206
C -4.52431 0.93969 2.14866 -0.109
C -4.14825 -4.22307 4.74865 -0.204
C -4.57053 -5.73890 -8.36599 -0.113
C 6.31048 0.76468 1.54660 -0.103
C 11.74565 -0.05608 4.14941 -0.205
C 12.34478 0.49874 2.87485 -0.209
C 0.60380 3.59042 3.65013 -0.178
C -0.78260 0.16192 0.32583 -0.079
H 0.65736 4.66515 3.44953 0.120
H -7.01523 -6.58486 3.45718 0.089
H -2.57835 1.52000 -0.69841 0.130
H -8.05979 -4.20166 -8.27392 0.089
H 9.29994 0.49955 3.44583 0.074
H -5.11933 0.51890 -0.63202 0.122
H -3.33414 -3.79531 4.15541 0.124
H 2.08097 2.02485 1.07710 0.064
H -4.95347 -5.33920 3.10338 0.127
H 7.33498 3.52253 -1.86115 0.089
H -0.38868 -0.76630 -0.09470 0.088
H -3.71223 -6.18777 4.03981 0.126
H 7.54756 2.56016 2.58529 0.112
H -5.16820 -2.66567 6.76629 0.089
H -8.06261 -3.62458 -6.59485 0.088
H 10.06863 2.07947 1.12039 0.072
H -1.49205 3.00202 3.82447 0.127
H -3.77027 -4.40832 5.75943 0.127
H 1.78997 1.83081 3.36464 0.102
H -3.54372 0.21577 5.20721 0.058
H -3.62394 -5.74773 -8.91775 0.088
H 10.71357 2.50025 2.72245 0.086
H -4.83662 -0.21393 -2.79598 0.138
H 8.93473 1.45859 4.89973 0.088
H 9.16629 -0.29659 5.03423 0.090
H -6.72400 -2.55977 5.91726 0.091
H -3.60022 1.00320 -2.61880 0.120
H -0.61486 0.96233 -0.40234 0.084
H 12.87449 1.43254 3.09165 0.126
H -3.78356 -3.46549 -8.09071 0.129
H -5.16932 1.63083 2.69547 0.120
H -1.51554 2.93008 0.32464 0.109
H 2.83718 3.60113 1.27216 0.064
H -2.66581 0.75678 3.25075 0.097
H -7.12797 -4.98472 4.23122 0.083
H 6.51863 4.33244 0.31952 0.126
H -0.22418 0.39670 1.23555 0.076
H 2.73138 3.29012 3.55608 0.098
H -3.03864 6.64321 1.83583 0.049
H 8.00174 1.88683 -1.67848 0.091
H -0.56043 2.07874 2.63536 0.108
H -3.39668 -3.54912 -6.36299 0.120
H 0.58850 3.46880 4.73659 0.110
H 13.07074 -0.21977 2.48203 0.125
H -5.18255 0.21031 1.66713 0.115
H 1.09123 3.48571 1.10586 0.061
H -7.02650 -4.99518 -7.06357 0.083
H 7.98736 4.60159 1.27335 0.127
H 6.46164 0.36841 2.55717 0.086
H 11.22096 -0.99215 3.92964 0.126
H -5.31884 -5.20192 -8.95455 0.083
H -7.55525 -6.45015 5.14314 0.089
H 6.22698 3.73540 2.70606 0.126
H -3.39712 -0.77352 2.83321 0.105
H -5.15370 -1.91324 -6.73740 0.113
H -4.19827 -0.94384 -0.33656 0.136
H -6.11021 -4.14421 6.44302 0.085
H 12.54953 -0.27643 4.85800 0.125
H -4.73396 -0.67227 4.60786 0.043
H 11.74127 2.66027 1.27654 0.091
H -4.89992 -6.76631 -8.21995 0.089
H 7.25689 0.71885 1.00157 0.084
H -4.56855 2.29869 0.51050 0.093
H 6.40599 2.27232 -0.99493 0.085
H 5.57338 0.14769 1.03539 0.089
H -5.78621 -3.27362 -5.79605 0.128
```

Results
energy relative to the best compared isomer or geometry (same formula, charge and spin): 0.0 kJ/mol
SMILES string: CCCCO[C@@H](O[C@H](CCN)[C@H](CCC(F)(F)C(F)(F)C(F)(F)C(F)(F)S(F)(F)(F)(F)F)OC)P(O)Cl.COCCOC.COCCOC.COCCOC.COCCOC
F_max: 0.56 eV/A
HOMO level: -8.846 eV
E_tot: -4714.263138 hartree
spin multiplicity: 1

Question: F_max of number 2 (C32H66ClF13NO12PS)?
Answer: 0.56 eV/A

Question: Which of these has the highest E_tot?
Answer: C32H64O8

Question: Which of these has the lowest energy relative to the best compared isomer or geometry (same formula, charge and spin)?
Answer: C32H66ClF13NO12PS